A molecular structure, C27H51N7O5S at a distorted geometry, computed with ωB97M-V/def2-TZVPD.

```
! wB97M-V def2-TZVPD RIJCOSX def2/J DEFGRID3
* xyz 0 1
C -1.0341 0.3978 -1.4212
C -0.9596 -0.2562 -2.8220
C 0.0957 -1.3759 -2.7961
C -0.7688 0.7829 -3.9575
C 0.6577 1.0124 -4.4561
C 0.6180 1.9816 -5.6391
C 1.6335 1.4450 -3.3635
O 1.7710 2.8687 -3.3633
C 2.6371 3.3000 -2.3926
C 2.2022 3.3454 -1.0394
C 2.9931 3.7927 -0.0241
C 2.5713 3.8177 1.4248
C 2.2111 2.4083 1.9089
N 3.3184 1.4717 1.8358
C 4.3195 4.2267 -0.3591
N 5.2568 4.7000 0.4719
S 6.5312 5.0322 -0.4561
N 5.9942 4.5900 -1.9011
C 4.7332 4.1623 -1.7105
C 3.8929 3.6925 -2.7516
H -1.8094 -0.0552 -0.8093
H -1.1534 1.4774 -1.4903
H -0.1036 0.1939 -0.8892
H -1.9075 -0.7573 -3.0152
H 0.3890 -1.7054 -3.7928
H -0.3267 -2.2142 -2.2480
H 0.9998 -1.0195 -2.3058
H -1.3372 0.4114 -4.8140
H -1.2542 1.7182 -3.6744
H 1.0188 0.0703 -4.8632
H 0.0988 2.9063 -5.4063
H 0.0334 1.4955 -6.4227
H 1.6010 2.1651 -6.0656
H 2.6027 0.9745 -3.5485
H 1.2721 1.1326 -2.3853
H 1.1964 3.0062 -0.8264
H 3.4249 4.1515 2.0079
H 1.7358 4.5019 1.5619
H 1.3562 2.0145 1.3518
H 1.9014 2.4997 2.9510
H 3.7271 1.2752 2.7448
H 4.0480 1.7606 1.2012
H 4.2329 3.6514 -3.7725
C 6.1572 1.9571 6.1188
C 5.7207 2.2838 4.7113
O 5.0739 1.4992 4.0317
N 6.0695 3.4925 4.2055
C 6.8268 4.5498 4.8484
H 5.8022 0.9629 6.3710
H 7.2449 1.9709 6.1947
H 5.7335 2.6707 6.8261
H 5.7473 3.6450 3.2599
H 6.2229 5.4574 4.8935
H 7.7264 4.7610 4.2683
H 7.1155 4.2691 5.8552
C -0.4436 -2.6631 2.0240
C -0.8464 -3.3486 0.7423
O -1.5670 -2.8078 -0.0838
N -0.3791 -4.6075 0.5276
C 0.4783 -5.4023 1.3860
H -0.8938 -1.6759 2.0500
H -0.8016 -3.2275 2.8856
H 0.6409 -2.5554 2.0788
H -0.6864 -5.0076 -0.3445
H 1.3959 -5.6593 0.8536
H -0.0324 -6.3266 1.6623
H 0.7366 -4.8607 2.2888
C -4.5830 -2.9099 2.5959
C -4.0499 -1.5218 2.8449
O -3.2782 -1.2656 3.7577
N -4.4625 -0.5436 1.9960
C -5.3565 -0.6720 0.8620
H -4.1729 -3.5838 3.3428
H -5.6703 -2.9196 2.6757
H -4.2899 -3.2589 1.6062
H -4.0789 0.3636 2.2070
H -4.8383 -0.3621 -0.0486
H -6.2265 -0.0261 1.0045
H -5.6897 -1.6987 0.7429
C -7.0915 -5.7221 -1.3545
C -6.5612 -4.3284 -1.1153
O -5.7983 -4.0752 -0.1969
N -6.9647 -3.3499 -1.9683
C -7.8591 -3.4620 -3.1056
H -6.6814 -6.3838 -0.5982
H -8.1795 -5.7360 -1.2802
H -6.7891 -6.0833 -2.3380
H -6.5736 -2.4456 -1.7566
H -7.3381 -3.1560 -4.0142
H -8.7200 -2.8067 -2.9627
H -8.2100 -4.4803 -3.2285
*
```

The largest force on an atom comes out at 1.1 eV/Å. As for the HOMO energy: -0.300 Ha. The value obtained for the LUMO energy is -0.3 eV.

Mulliken population analysis, charges in e, atoms 1 to 4: -1.476 0.916 -1.605 -1.594